The following is a DFT calculation (ωB97M-V/def2-TZVPD) of a structure of composition C46H58Ge2N4O5S3V.

Positions of all 119 atoms, in Å:
V: -0.20 0.06 -0.14
C: 3.63 1.78 2.55
C: 2.68 1.28 1.46
Ge: 1.44 -0.19 1.96
C: 2.38 -1.78 2.66
C: 3.47 -1.52 3.70
C: 0.68 0.60 3.57
C: -0.16 1.64 3.49
Ge: -1.08 1.73 1.73
C: -2.99 1.17 1.96
C: -3.72 1.32 3.30
C: -1.14 3.60 1.07
C: -1.85 4.64 1.94
C: -0.28 2.56 4.66
C: 0.81 2.75 5.51
C: 0.75 3.59 6.60
C: -0.41 4.29 6.88
C: -1.51 4.14 6.04
C: -1.43 3.29 4.94
H: 4.21 2.64 2.20
H: 4.35 1.02 2.85
H: 3.09 2.09 3.44
H: 3.24 1.03 0.56
H: 2.00 2.09 1.19
H: 2.76 -2.40 1.85
H: 1.57 -2.36 3.12
H: 4.37 -1.11 3.24
H: 3.76 -2.45 4.19
H: 3.16 -0.83 4.48
H: 1.14 0.37 4.53
H: -3.02 0.12 1.68
H: -3.54 1.69 1.18
H: -3.11 0.98 4.14
H: -4.63 0.73 3.29
H: -4.01 2.35 3.50
H: -1.65 3.55 0.10
H: -0.12 3.92 0.87
H: -2.86 4.31 2.21
H: -1.95 5.59 1.41
H: -1.31 4.84 2.87
H: 1.74 2.23 5.30
H: 1.62 3.71 7.24
H: -0.47 4.96 7.73
H: -2.42 4.69 6.23
H: -2.29 3.20 4.30
C: 0.85 3.38 -1.86
C: -0.41 2.64 -2.08
N: -0.84 1.62 -1.36
C: -2.05 1.23 -1.88
C: -2.36 2.03 -2.93
N: -1.32 2.92 -3.03
C: -3.43 2.05 -3.96
O: -4.42 1.19 -3.79
O: -3.35 2.81 -4.89
C: -2.74 0.08 -1.25
O: -3.84 -0.29 -1.68
O: -2.09 -0.44 -0.27
H: 1.35 2.99 -0.98
H: 0.65 4.44 -1.70
H: 1.52 3.27 -2.72
H: -1.25 3.62 -3.75
H: -4.28 0.62 -2.97
C: -3.53 -2.49 -4.24
N: -2.75 -3.28 -3.32
C: -3.17 -4.58 -2.83
C: -2.11 -4.90 -1.77
N: -1.07 -3.92 -2.06
C: -1.55 -2.94 -2.85
S: -0.76 -1.48 -3.19
H: -4.57 -2.82 -4.18
H: -3.18 -2.61 -5.27
H: -3.48 -1.44 -3.97
H: -3.18 -5.32 -3.64
H: -4.18 -4.52 -2.42
H: -1.73 -5.91 -1.86
H: -2.49 -4.76 -0.75
H: -0.38 -3.63 -1.37
O: 1.63 0.29 -1.25
S: 2.29 -0.94 -1.93
C: 3.93 -1.04 -1.21
C: 4.93 0.04 -1.49
C: 6.25 -0.34 -1.73
C: 7.23 0.62 -1.95
C: 6.91 1.96 -1.93
C: 5.59 2.35 -1.70
C: 4.61 1.39 -1.48
C: 2.72 -0.56 -3.67
C: 2.26 0.73 -4.30
C: 3.19 1.75 -4.50
C: 2.84 2.89 -5.20
C: 1.55 3.03 -5.70
C: 0.63 2.02 -5.51
C: 0.98 0.87 -4.82
H: 4.30 -2.01 -1.56
H: 3.72 -1.15 -0.14
H: 6.51 -1.39 -1.74
H: 8.25 0.30 -2.13
H: 7.67 2.71 -2.09
H: 5.33 3.40 -1.69
H: 3.59 1.70 -1.32
H: 2.28 -1.42 -4.19
H: 3.80 -0.62 -3.74
H: 4.20 1.63 -4.14
H: 3.58 3.67 -5.37
H: 1.28 3.92 -6.26
H: -0.37 2.11 -5.92
H: 0.26 0.07 -4.71
S: 0.40 -2.28 0.26
C: -0.55 -3.00 1.56
C: -1.39 -2.27 2.40
C: -2.11 -2.90 3.40
C: -2.02 -4.28 3.57
C: -1.19 -5.01 2.74
C: -0.46 -4.38 1.74
H: -1.47 -1.19 2.28
H: -2.75 -2.31 4.05
H: -2.59 -4.77 4.35
H: -1.10 -6.08 2.86
H: 0.20 -4.96 1.11

The value obtained for the total energy is -8675.3752 Eh. The gap between HOMO and LUMO (alpha / beta) comes out at 7.21 / 6.80 eV. The spin multiplicity is 2. The HOMO energy (alpha / beta) comes out at -7.1869 / -6.5723 eV. The value obtained for the energy above the lowest of the compared OMol25 structures with the same formula, charge and spin is 2.4 kcal/mol. For the LUMO energy (alpha / beta), the calculation gives 0.00084 / 0.00833 hartree.